A single C21H21N3O5S molecule. Source: the OMol25 dataset; level of theory: wB97M-V/def2-TZVPD.

The geometry in XYZ format:
```
51
Properties=species:S:1:pos:R:3:forces:R:3
C -3.148662 -2.347107 3.094964 0.1 0.0 0.0
O -4.009114 -1.949205 2.051531 0.0 0.2 0.0
C -3.902919 -2.711691 0.879244 0.1 -0.1 -0.3
C -2.622057 -2.445787 0.069956 -0.3 -0.3 0.2
N -2.510569 -1.038574 -0.255230 -0.3 -0.6 0.0
C -3.259348 -0.512240 -1.262127 0.0 0.4 0.0
O -4.050149 -1.132616 -1.926200 -0.1 -0.1 -0.1
C -2.954823 0.963550 -1.483070 0.1 0.2 0.1
C -2.266897 1.136690 -2.845087 0.0 -0.3 0.0
C -0.892397 0.480931 -2.747882 -0.4 0.5 -0.2
O -0.759861 -0.721005 -2.730121 0.0 -0.2 0.0
N 0.121118 1.381059 -2.611306 0.2 0.5 -0.3
C 1.458790 1.140280 -2.293423 0.3 -0.2 0.0
C 2.240223 2.239967 -1.929745 -0.1 -0.1 0.0
C 3.554799 2.065075 -1.562848 0.1 -0.2 0.0
C 4.117521 0.788717 -1.555006 -0.3 -0.1 -0.1
C 5.524710 0.643414 -1.134684 0.5 0.3 0.2
O 6.227381 1.553297 -0.766812 -0.1 0.0 0.0
O 5.974513 -0.620549 -1.194657 -0.1 -0.5 -0.1
C 3.341924 -0.304360 -1.933113 0.2 0.3 0.1
C 2.023278 -0.134315 -2.303731 -0.2 -0.1 -0.1
S -1.875951 1.478361 -0.112051 -0.2 -0.1 0.2
C -1.674795 -0.213762 0.447539 0.3 0.9 0.1
N -0.926810 -0.617811 1.367032 -0.4 -0.8 -0.2
C 0.030473 0.141726 2.021009 0.3 0.4 0.1
C 0.000201 0.243424 3.409467 -0.1 0.0 -0.1
C 0.999310 0.932652 4.069146 0.0 0.0 0.1
C 2.042067 1.508787 3.361406 0.1 0.1 0.1
C 2.082063 1.395052 1.981896 0.1 0.1 0.0
C 1.081309 0.719608 1.311218 -0.1 -0.1 0.0
H -2.102165 -2.124437 2.863319 -0.1 0.0 0.0
H -3.255603 -3.418131 3.304272 0.0 0.0 0.0
H -3.454054 -1.776408 3.970030 0.1 0.0 0.1
H -3.953080 -3.787139 1.105199 0.0 0.1 0.0
H -4.768850 -2.433857 0.272894 0.1 -0.1 0.0
H -2.673540 -3.003018 -0.867989 0.1 0.0 0.1
H -1.728075 -2.724222 0.627788 -0.1 0.0 -0.1
H -3.879971 1.542795 -1.448129 0.0 -0.2 0.0
H -2.862566 0.606867 -3.591813 0.1 0.1 0.0
H -2.202430 2.192234 -3.108889 0.0 0.0 0.0
H -0.138308 2.357991 -2.571942 -0.1 -0.3 0.0
H 1.802006 3.227945 -1.922835 0.0 0.1 0.0
H 4.167653 2.904483 -1.271833 0.0 0.1 0.0
H 6.899181 -0.650143 -0.904205 -0.2 0.3 0.0
H 3.777859 -1.290532 -1.930984 0.0 -0.1 0.0
H 1.421735 -0.982117 -2.585308 0.0 0.0 0.0
H -0.816016 -0.205123 3.955072 -0.1 -0.1 0.0
H 0.965900 1.017126 5.145481 0.0 0.0 0.1
H 2.823442 2.039709 3.883835 0.1 0.0 0.0
H 2.895730 1.831139 1.420771 0.1 0.0 0.0
H 1.115822 0.611270 0.237953 0.0 0.0 -0.1
```
Positions in Å, forces in eV/Å.

Values from the calculation:
E_HOMO = -8.428 eV
E_tot = -1751.5681 a.u.
frontier orbital gap = 0.31634 hartree
ΔE to the lowest compared entry with this formula, charge and spin = 0.0 kcal per mole
structure (SMILES) = COCCN1C(=O)[C@H](CC(=O)Nc2ccc(C(=O)O)cc2)S/C1=N\c1ccccc1
charge = 0

=====

C28H31Br39F3N3O5P as an isolated structure in a non-equilibrium geometry. Source: the OMol25 dataset; level of theory: wB97M-V/def2-TZVPD.

The geometry in XYZ format:
```
110
Properties=species:S:1:pos:R:3:forces:R:3
C 1.127873 5.322963 -0.171910 0.5 -0.1 -1.0
C 0.001910 4.630307 -1.125187 -0.6 1.1 1.6
O 0.052611 3.173324 -1.124795 4.1 2.6 -0.2
C 1.305876 2.719698 -1.741096 -0.3 -0.2 0.7
C 2.107474 1.929338 -0.582504 -1.8 0.4 0.6
O 3.540561 1.713329 -0.914377 -1.5 -3.5 -2.5
C 3.500715 0.596064 -1.820627 0.5 -1.4 -1.2
C 3.570221 0.826431 -3.372537 -0.7 -3.2 1.6
P 3.765214 2.556016 -4.201834 1.0 3.1 2.1
N 4.301400 3.672395 -3.168166 -1.0 -1.3 -1.6
N 3.489370 -0.321539 -4.256014 -1.4 -0.9 4.0
C 3.377150 -1.720408 -3.838043 -0.8 1.5 3.6
C 3.306991 -2.038621 -2.300323 0.4 3.5 -1.3
O 3.173283 -3.421650 -1.883903 -3.8 2.0 -1.0
C 1.747022 -3.630463 -1.909702 -3.0 -0.4 0.8
N 0.537907 -3.755056 -1.852864 6.8 0.7 -0.5
C 3.385189 -0.884580 -1.255009 0.6 1.0 -3.1
C 3.363131 -1.085480 0.345543 -2.3 -1.7 4.0
O 2.431823 -1.699076 0.946620 3.8 2.8 -3.7
O 4.394493 -0.541822 1.200650 -1.1 -1.4 -3.0
C 5.709120 -0.732774 0.555383 0.6 0.1 -0.9
C 6.943501 -0.609555 1.572176 0.3 -0.8 1.1
C 7.666822 -2.031707 1.874264 2.0 -0.3 0.3
F 6.870098 -3.236750 1.944825 1.8 2.9 -0.9
C 9.065527 -2.201270 2.045653 -1.6 -0.8 -0.6
F 9.937052 -1.229525 2.595515 -2.1 -2.8 -2.2
F 9.658535 -3.447024 1.639452 -1.1 3.6 2.0
H 0.671656 5.817516 0.753293 0.7 -0.6 -1.6
H 1.920849 4.581982 0.205014 -1.3 1.0 -0.7
H 1.691632 6.074110 -0.856386 -0.9 -1.0 1.6
H 0.020624 5.049757 -2.193192 0.1 -0.8 1.4
H -1.018507 4.911360 -0.650779 1.5 -0.7 -1.0
H 1.880037 3.604837 -2.183498 -0.7 -1.4 0.9
H 1.000993 1.996064 -2.582459 0.5 0.9 1.1
H 1.546375 0.922487 -0.428526 1.1 1.5 -0.2
H 2.037373 2.459213 0.446689 0.4 -0.7 -2.0
H 2.511292 2.967884 -4.796714 0.6 -1.1 -0.1
H 4.769409 2.383445 -5.219206 -0.9 -0.8 0.3
H 3.640184 4.461378 -3.101496 0.4 -0.6 0.1
H 3.511578 -0.137922 -5.279954 0.0 -0.3 1.1
H 3.349311 -2.579933 -4.610759 -0.1 1.8 1.4
H 5.779305 0.095734 -0.252656 0.2 -1.4 1.3
H 5.667450 -1.779948 0.064677 0.5 1.7 0.7
H 6.651680 -0.181785 2.598852 0.0 -0.5 -1.7
H 7.728483 0.117119 1.138295 -1.2 -1.3 0.7
C 4.612556 2.344277 3.310753 0.1 -0.2 0.1
Br 5.432976 2.852271 4.993112 -0.2 -0.1 -0.4
Br 2.863033 3.154588 3.086241 0.3 0.0 0.1
Br 5.776149 2.707158 1.800977 -0.4 0.1 0.2
H 4.460979 1.265309 3.342898 0.0 0.3 0.0
C -1.638474 7.190566 3.121412 -0.1 0.1 0.2
Br -3.408424 6.976047 3.880515 0.5 0.2 0.0
Br -0.429491 5.785409 3.697798 -0.2 0.2 -0.2
Br -1.701907 7.344264 1.187518 -0.1 0.0 0.3
H -1.239519 8.130192 3.502238 -0.1 -0.3 -0.2
C -0.889234 -0.605229 2.019888 -0.1 -0.6 0.3
Br -1.868877 -1.121873 3.610863 0.3 0.2 -0.3
Br -2.074154 -0.042040 0.583824 7.3 -2.8 0.6
Br 0.460782 0.731868 2.408620 -0.4 -0.1 0.0
H -0.363606 -1.492928 1.667625 -0.1 0.3 0.1
C 6.805948 -0.887248 -6.574232 0.7 -0.2 -0.3
Br 5.678025 -1.441532 -5.090606 2.3 -0.2 -1.3
Br 6.242026 0.819640 -7.304421 0.0 -0.4 0.2
Br 8.683298 -0.882093 -6.090669 -0.5 0.1 -0.1
H 6.681646 -1.628614 -7.363450 0.0 0.2 0.2
C -2.536356 1.258657 -3.180883 -0.5 -0.3 0.6
Br -1.725760 1.796918 -1.500809 -1.5 -0.7 -4.0
Br -4.298456 2.036290 -3.414615 0.4 -0.1 0.0
Br -1.374888 1.632368 -4.694231 -0.1 0.0 0.1
H -2.668808 0.177232 -3.141524 0.0 0.3 -0.2
C -5.015296 2.983403 1.492315 -0.7 0.2 -0.7
Br -4.382548 4.818575 1.419449 -0.1 -0.6 -0.1
Br -3.764360 1.738637 0.664947 -2.9 5.6 2.3
Br -5.461954 2.445322 3.303082 0.2 0.1 -0.4
H -5.937026 2.943608 0.910822 0.1 0.1 0.3
C 10.182044 2.935033 1.587453 0.2 -0.1 0.1
Br 9.191265 2.428151 3.177632 0.3 0.1 -0.3
Br 9.005795 3.524910 0.158948 0.1 -0.1 0.2
Br 11.552691 4.249373 1.980641 -0.4 -0.3 -0.1
H 10.691490 2.040251 1.231097 -0.2 0.3 0.1
C -5.801342 -1.860667 1.653814 -0.7 -0.1 -0.4
Br -6.148070 -3.686371 1.093838 0.1 0.2 0.1
Br -5.337591 -1.761696 3.533612 -0.3 -0.1 -0.4
Br -4.466783 -0.998262 0.525564 -3.8 -3.8 0.9
H -6.731873 -1.306912 1.527361 0.2 -0.2 0.1
C -6.597973 -6.693522 -2.372798 2.2 1.2 0.7
Br -7.731353 -7.306822 -0.907526 0.8 2.2 1.6
Br -7.146910 -4.950839 -3.038430 0.7 0.2 0.3
Br -4.715599 -6.709469 -1.885880 -0.1 0.3 0.0
H -6.716455 -7.397525 -3.187157 1.0 0.3 0.5
C -9.490907 -8.095546 -4.908052 -0.2 0.0 -0.3
Br -8.724255 -7.574759 -3.196052 -5.6 -2.5 -3.9
Br -11.247915 -7.316467 -5.180325 0.3 -0.1 0.0
Br -8.290989 -7.704307 -6.384909 -0.1 0.0 0.2
H -9.622688 -9.177223 -4.883132 0.0 0.3 -0.1
C -7.331547 6.961289 6.152124 -0.1 0.0 0.1
Br -7.627803 8.725441 5.400849 0.1 -0.4 0.1
Br -6.800421 5.679853 4.795237 0.0 0.2 0.2
Br -6.075472 7.007551 7.630079 -0.2 0.0 -0.3
H -8.285397 6.622093 6.554906 0.3 0.1 -0.1
C -5.632344 -10.223450 1.665190 0.4 -0.2 -0.1
Br -7.067704 -9.892683 2.928110 0.2 -0.1 -0.3
Br -5.269655 -12.119813 1.465429 -0.1 0.3 0.1
Br -5.967652 -9.365744 -0.044318 0.9 -1.6 1.4
H -4.732660 -9.769005 2.079108 -0.3 -0.1 -0.1
C -9.242468 -2.958761 5.434082 -0.1 -0.1 0.0
Br -9.512250 -1.195567 4.669765 0.1 -0.3 0.1
Br -8.716162 -4.253754 4.088985 -0.1 0.3 0.3
Br -7.996798 -2.917408 6.921081 -0.2 0.0 -0.3
H -10.203120 -3.284277 5.831825 0.3 0.1 -0.1
```
Positions in Å, forces in eV/Å.

Values from the calculation:
E_HOMO = -10.251 eV
E_tot = -102652.2829 a.u.
frontier orbital gap = 0.16245 hartree
ΔE to the lowest compared entry with this formula, charge and spin = 158.1 kcal per mole
charge = +1

=====

A 2-piece molecular cluster, C4H11NO3 overall in a non-equilibrium geometry. Source: the OMol25 dataset; level of theory: wB97M-V/def2-TZVPD.

The geometry in XYZ format:
```
19
Properties=species:S:1:pos:R:3:forces:R:3
C -2.306040 -0.039917 1.303256 -1.1 2.7 2.4
C 2.757606 0.813990 -0.883656 -3.0 1.6 2.2
C -0.982636 -0.778134 1.076571 -1.5 4.4 -2.5
C 1.419629 0.981093 -1.529493 4.4 -4.0 -3.2
N -0.669613 -0.499703 -0.351237 1.9 -0.8 -0.9
O 0.603159 1.775273 -1.097378 -4.5 5.1 2.2
O 1.261436 0.516503 -2.847216 0.3 0.5 0.5
O 0.411230 -1.216301 -0.840212 0.4 -0.8 0.6
H -2.159704 1.157735 1.284986 -0.1 -2.7 0.3
H -3.116317 -0.151367 0.546940 0.8 -0.6 0.4
H -2.777661 -0.307386 2.351903 1.0 0.6 -2.1
H 2.592194 -0.016825 -0.263677 0.6 -1.9 0.6
H 3.375450 0.770338 -1.680104 2.7 -0.4 -2.1
H 2.958505 1.594334 -0.162458 0.5 0.7 -0.2
H -0.135328 -0.347443 1.541244 0.6 -0.1 1.2
H -1.104999 -1.772974 1.117195 0.0 -3.6 0.6
H -1.384761 -0.789979 -0.952634 -2.0 -0.4 -0.7
H -0.467251 0.474602 -0.606550 -0.5 0.3 0.9
H 1.410564 -0.421798 -2.679381 -0.5 -0.6 -0.3
```
Positions in Å, forces in eV/Å.

Values from the calculation:
E_HOMO (alpha / beta) = -5.026 / -8.650 eV
E_tot = -439.1772 a.u.
<S²> = 2.006
frontier orbital gap (alpha / beta) = 0.21099 / 0.21217 hartree
ΔE to the lowest compared entry with this formula, charge and spin = 0.0 kcal per mole
charge = 0
spin multiplicity = 3

=====

An isolated ion of composition C8H20N5 and charge +1 in a non-equilibrium geometry. Source: the OMol25 dataset; level of theory: wB97M-V/def2-TZVPD.

The geometry in XYZ format:
```
33
Properties=species:S:1:pos:R:3:forces:R:3
H -1.288217 -0.899298 2.294224 -1.4 1.1 0.6
N -1.924566 -0.250660 2.857464 1.0 -2.5 -0.8
C -1.517768 0.941591 2.799862 -1.1 -2.2 1.2
C -2.180768 1.850784 3.733741 1.1 -1.5 1.8
N -0.573146 1.348177 1.906094 1.5 1.7 -0.1
N 0.094926 0.320212 1.269925 0.6 0.5 -4.3
C 1.409450 0.036692 1.852178 -2.3 -0.9 1.9
C -0.203556 0.410478 -0.273703 0.6 0.3 4.7
N -1.493000 0.444292 -0.394340 -2.8 -0.4 -1.7
N 0.600493 0.439516 -1.286198 1.2 -0.4 -1.0
C 1.983609 0.956340 -1.256705 -2.9 2.6 -3.2
C 0.048600 0.187845 -2.633274 -0.9 -1.2 -0.2
C -0.317986 -1.299284 -2.841056 1.1 0.0 0.3
C 0.858714 -2.143975 -2.403386 -1.5 -3.2 -0.9
H -1.405186 2.453197 4.201479 -0.3 0.2 0.6
H -2.745383 2.428193 3.128196 -2.2 2.5 -1.5
H -2.839508 1.205754 4.401083 1.2 1.2 -0.7
H 0.021988 2.149584 2.194042 -0.5 -0.7 -0.4
H 1.254794 -0.684638 2.703439 -0.1 0.8 -0.6
H 1.734925 0.945463 2.268968 1.2 1.1 0.4
H 2.090945 -0.468703 1.260567 1.2 -0.6 -1.7
H -1.973616 0.278989 -1.292093 0.7 0.5 0.7
H -2.152262 0.530869 0.376326 0.7 -0.4 0.2
H 2.599700 0.431924 -1.911087 0.7 -1.2 -1.3
H 1.918833 2.038083 -1.675961 0.4 -1.6 1.1
H 2.389244 0.848161 -0.354282 1.4 0.2 3.7
H 0.792345 0.272186 -3.395609 0.9 0.9 0.0
H -0.742192 0.887299 -2.868405 -0.2 0.3 0.0
H -1.202043 -1.702439 -2.373562 -0.5 0.3 0.3
H -0.380922 -1.536969 -3.896042 -0.5 0.5 -0.3
H 0.558050 -3.227446 -2.639471 0.5 1.3 0.6
H 1.763391 -2.054646 -2.929970 1.1 0.7 -1.2
H 1.148713 -2.123740 -1.399184 0.0 0.2 1.8
```
Positions in Å, forces in eV/Å.

Values from the calculation:
E_HOMO = -12.705 eV
E_tot = -590.2662 a.u.
frontier orbital gap = 0.36342 hartree
ΔE to the lowest compared entry with this formula, charge and spin = 54.2 kcal per mole
structure (SMILES) = [H]/N=C(/C)N/[N+](C)=C(\N)N(C)CCC
charge = +1